Molecular formula: C6H16O2
Method: DFT, ωB97M-V/def2-TZVPD

The calculation puts the highest occupied orbital energy at -9.337 eV. Its SMILES is C=CCCCC.O.O. The value obtained for the LUMO energy is 0.78 eV. The molar mass comes out at 120.19 g/mol. The calculation puts the energy above the lowest of the compared OMol25 structures with the same formula, charge and spin at 56.6 kcal/mol.

```
! wB97M-V def2-TZVPD RIJCOSX def2/J DEFGRID3
* xyz 0 1
C -1.76 0.02 -2.50
C -0.99 0.37 -1.47
C -0.99 1.72 -0.98
C 0.39 1.98 -0.27
C 0.50 1.44 1.20
C -0.77 1.70 2.11
H -2.52 0.63 -2.89
H -1.88 -0.81 -3.13
H -0.40 -0.48 -0.89
H -1.15 2.29 -2.03
H -1.69 2.00 -0.18
H 1.19 1.64 -0.96
H 0.54 3.05 -0.20
H 1.35 1.94 1.58
H 0.68 0.35 1.08
H -0.40 1.79 3.19
H -1.65 0.97 2.02
H -1.26 2.66 1.73
O -1.44 -3.90 0.48
H -1.31 -3.46 -0.37
H -2.31 -4.37 0.33
O 5.17 -3.53 0.90
H 5.66 -4.27 1.27
H 5.04 -3.73 -0.03
*
```